1.
This record from the OMol25 dataset describes a cluster of 8 separate species, C17H36BN8O20P in total at a distorted geometry. The level of theory is the ωB97M-V functional and the def2-TZVPD basis.

Values from the calculation:
- Structure (SMILES): CCCOC1=C(B(C)O)C(=O)C(P(=N)(O)O)=CC1=O.C[N+](=O)[O-].C[N+](=O)[O-].C[N+](=O)[O-].C[N+](=O)[O-].C[N+](=O)[O-].C[N+](=O)[O-].C[N+](=O)[O-]
- LUMO energy: -1.40 eV
- Strongest force on any atom: 1.4 eV/Å
- Multiplicity: 1
- Molar mass: 714.297 g mol⁻¹

The geometry in XYZ format:
```
83
Properties=species:S:1:pos:R:3:lowdin_charge:R:1
C 0.962 -0.772 1.211 -0.1149
C 0.733 -0.415 -0.264 -0.1949
C -0.670 -0.771 -0.734 -0.1651
O -1.430 0.424 -1.106 -0.0177
C -2.640 0.465 -0.497 -0.1876
C -2.907 1.291 0.525 0.0631
B -1.952 2.401 1.143 -0.4193
C -2.519 3.871 1.161 0.0102
O -0.706 2.129 1.654 0.1403
C -4.233 1.187 1.197 -0.3322
O -4.326 1.494 2.358 0.1315
C -5.376 0.654 0.373 -0.1286
P -7.102 1.015 0.781 0.4665
N -7.367 1.086 2.295 -0.1353
O -7.859 -0.173 0.031 -0.1443
O -7.476 2.288 -0.107 -0.1213
C -5.079 -0.107 -0.680 0.0327
C -3.682 -0.472 -0.998 -0.2872
O -3.423 -1.475 -1.622 0.1149
H 0.075 -0.592 1.819 0.0684
H 1.216 -1.828 1.313 0.0784
H 1.762 -0.153 1.591 0.0434
H 1.440 -1.001 -0.857 0.1038
H 0.957 0.634 -0.451 0.1158
H -1.188 -1.248 0.103 0.1254
H -0.696 -1.464 -1.563 0.0826
H -2.919 4.142 0.181 0.0731
H -3.372 3.884 1.846 0.0686
H -1.774 4.590 1.493 0.0648
H -0.654 2.317 2.600 0.1041
H -7.745 1.945 2.667 -0.0138
H -7.598 -1.010 0.453 0.0596
H -7.722 3.008 0.488 0.0832
H -5.858 -0.505 -1.319 0.1232
C -1.577 -2.137 -4.974 0.0557
N -0.378 -1.306 -4.675 -0.4274
O 0.099 -1.384 -3.566 0.0747
O 0.038 -0.596 -5.570 0.0543
H -1.828 -2.700 -4.084 0.0923
H -2.376 -1.457 -5.251 0.1027
H -1.321 -2.787 -5.805 0.0997
C 1.856 1.034 5.571 0.0423
N 1.792 0.541 4.167 -0.4157
O 2.074 -0.614 3.962 0.0756
O 1.455 1.352 3.318 0.0378
H 2.164 0.212 6.205 0.0715
H 2.575 1.846 5.592 0.1010
H 0.864 1.392 5.830 0.0989
C 2.558 0.090 -7.594 0.0454
N 3.035 0.222 -8.997 -0.4484
O 2.210 0.420 -9.867 0.0572
O 4.230 0.127 -9.187 0.0611
H 1.482 0.197 -7.582 0.0774
H 2.861 -0.891 -7.240 0.1026
H 3.041 0.869 -7.012 0.1060
C 3.850 3.004 -11.026 0.0324
N 5.047 3.888 -10.986 -0.4528
O 5.263 4.506 -9.964 0.0623
O 5.730 3.930 -11.988 0.0614
H 3.345 3.071 -10.071 0.0856
H 3.216 3.354 -11.835 0.1019
H 4.194 1.993 -11.218 0.0874
C 6.358 -0.991 6.647 0.0504
N 4.926 -0.855 6.273 -0.4317
O 4.651 -0.330 5.216 0.0690
O 4.109 -1.282 7.068 0.0553
H 6.960 -0.573 5.850 0.0977
H 6.500 -0.460 7.584 0.0662
H 6.558 -2.050 6.781 0.1051
C -5.767 -3.982 -1.508 0.0534
N -6.137 -4.090 -0.069 -0.4379
O -6.031 -5.165 0.472 0.0897
O -6.519 -3.069 0.472 0.0457
H -5.448 -4.960 -1.848 0.0952
H -6.650 -3.643 -2.041 0.1040
H -4.967 -3.248 -1.582 0.0708
C 6.207 -1.648 11.427 0.0525
N 7.379 -1.248 10.601 -0.4391
O 7.168 -0.581 9.605 0.0396
O 8.469 -1.617 10.973 0.0816
H 5.312 -1.249 10.966 0.0951
H 6.189 -2.733 11.456 0.1017
H 6.360 -1.242 12.422 0.1013
```


2.
This record from the OMol25 dataset describes a structure of composition C17H36ClF6O4PtSb2Si. The level of theory is the ωB97M-V functional and the def2-TZVPD basis.

Values from the calculation:
- Energy relative to the best compared isomer or geometry (same formula, charge and spin): 31.3 kcal per mole
- LUMO energy (spin up / spin down): -2.37 / -2.77 eV
- Strongest force on any atom: 0.8 eV/Å
- Multiplicity: 2
- Molar mass: 920.596 g mol⁻¹

The geometry in XYZ format:
```
68
Properties=species:S:1:pos:R:3:lowdin_charge:R:1
Pt 2.814 0.789 0.164 1.0780
O 2.394 -1.551 -2.656 -0.3212
Cl 3.219 -0.431 -2.352 0.7060
O 4.088 -0.101 -3.407 -0.2239
O 2.335 0.739 -2.014 -0.4514
O 3.946 -0.640 -1.097 -0.4401
F 2.019 -1.760 0.559 -0.4561
Sb 3.231 -2.077 2.057 1.3924
F 4.602 -0.945 1.388 -0.3755
F 4.285 -2.451 3.555 -0.3345
F 2.513 -0.393 2.643 -0.3720
F 1.794 -3.017 2.835 -0.3390
F 3.846 -3.543 1.068 -0.3341
C -0.186 3.889 3.971 -0.1837
Si 0.614 4.603 2.439 0.4089
C 1.897 5.878 2.899 -0.1876
C -0.679 5.349 1.311 -0.1862
C 1.428 3.227 1.533 -0.2042
C 1.966 2.286 0.984 -0.3101
H -0.540 4.681 4.634 0.0305
H 0.528 3.276 4.523 0.0345
H -1.039 3.258 3.712 0.0206
H 1.444 6.694 3.467 0.0311
H 2.364 6.303 2.008 0.0318
H 2.684 5.434 3.511 0.0334
H -1.244 6.128 1.828 0.0316
H -1.387 4.590 0.970 0.0187
H -0.215 5.796 0.430 0.0318
C -2.061 -3.796 -1.274 -0.0999
C -0.614 -3.420 -0.970 -0.6677
C -0.210 -3.885 0.425 -0.1121
C 0.323 -4.035 -2.008 -0.1049
Sb -0.372 -1.228 -1.009 1.8467
C -1.241 -0.355 -2.844 -0.6780
C -0.691 -1.144 -4.028 -0.1092
C -0.827 1.110 -2.957 -0.1038
C -2.763 -0.471 -2.783 -0.1014
C -1.372 -0.330 0.746 -0.6654
C -0.444 -0.460 1.948 -0.1193
C -2.686 -1.067 0.995 -0.1041
C -1.627 1.145 0.452 -0.1152
H -2.121 -4.890 -1.281 0.0975
H -2.383 -3.455 -2.258 0.0622
H -2.765 -3.435 -0.524 0.0689
H -0.361 -4.968 0.476 0.1008
H -0.815 -3.436 1.214 0.0661
H 0.838 -3.681 0.642 0.0512
H 0.342 -5.116 -1.841 0.0963
H 1.346 -3.670 -1.915 0.0693
H -0.019 -3.868 -3.029 0.0701
H 0.398 -1.111 -4.076 0.0699
H -1.082 -0.703 -4.950 0.0953
H -1.005 -2.188 -4.007 0.0651
H 0.248 1.251 -2.851 0.0572
H -1.337 1.743 -2.232 0.0683
H -1.108 1.461 -3.955 0.0955
H -3.107 -1.504 -2.800 0.0662
H -3.175 0.025 -3.668 0.0976
H -3.189 0.024 -1.910 0.0606
H -0.162 -1.490 2.171 0.0585
H -0.966 -0.055 2.822 0.1026
H 0.471 0.120 1.825 0.0316
H -2.522 -2.089 1.337 0.0679
H -3.344 -1.087 0.124 0.0687
H -3.216 -0.539 1.794 0.0975
H -0.711 1.682 0.196 0.0628
H -2.018 1.602 1.368 0.0929
H -2.370 1.297 -0.331 0.0637
```


3.
This record from the OMol25 dataset describes a structure of composition C17H36N7OSiTa. The level of theory is the ωB97M-V functional and the def2-TZVPD basis.

Values from the calculation:
- Energy relative to the best compared isomer or geometry (same formula, charge and spin): 0.0 kcal per mole
- LUMO energy: -6.85 eV
- Strongest force on any atom: 0.5 eV/Å
- Multiplicity: 1
- Charge: +2
- Molar mass: 563.557 g mol⁻¹

The geometry in XYZ format:
```
63
Properties=species:S:1:pos:R:3:lowdin_charge:R:1
Ta 0.691 -0.406 -0.237 1.7586
N 0.435 -2.731 0.068 -0.0593
C 1.538 -3.413 0.780 -0.1774
C 1.967 -2.507 1.917 -0.1554
N 2.316 -1.145 1.405 -0.2487
C 2.283 -0.162 2.530 -0.1550
C 0.881 -0.016 3.099 -0.1687
N -0.102 -0.095 1.990 -0.0460
C 3.724 -1.204 0.896 -0.1535
C 4.004 -0.070 -0.062 -0.1882
N 2.968 -0.152 -1.103 -0.0490
H -0.452 -2.857 0.554 0.1026
H 0.280 -3.142 -0.850 0.1087
H 2.346 -3.590 0.071 0.1215
H 1.229 -4.383 1.169 0.1403
H 2.818 -2.919 2.465 0.1499
H 1.141 -2.420 2.621 0.1187
H 2.626 0.795 2.135 0.1119
H 2.984 -0.476 3.307 0.1461
H 0.793 0.934 3.623 0.1359
H 0.664 -0.796 3.826 0.1238
H -0.583 0.792 1.862 0.0887
H -0.861 -0.738 2.200 0.1022
H 3.854 -2.146 0.363 0.1258
H 4.411 -1.211 1.744 0.1448
H 5.009 -0.165 -0.474 0.1413
H 3.937 0.904 0.423 0.1137
H 3.173 -0.907 -1.754 0.1101
H 2.949 0.694 -1.668 0.0873
C -4.969 -2.074 -1.461 -0.1769
Si -4.516 -0.648 -0.349 0.4504
C -5.039 1.005 -1.034 -0.1753
C -5.082 -0.908 1.412 -0.1823
C -2.627 -0.597 -0.294 -0.1308
C -1.408 -0.522 -0.296 -0.2827
H -6.055 -2.147 -1.548 0.0453
H -4.606 -3.025 -1.069 0.0349
H -4.566 -1.940 -2.466 0.0381
H -6.128 1.050 -1.106 0.0452
H -4.635 1.169 -2.034 0.0382
H -4.719 1.828 -0.394 0.0336
H -6.173 -0.941 1.451 0.0444
H -4.758 -0.096 2.065 0.0323
H -4.714 -1.851 1.821 0.0325
N 0.579 -0.886 -2.157 -0.0864
C 0.438 -0.739 -3.349 -0.2395
N 0.298 -0.716 -4.541 0.1756
C 0.398 0.031 -5.621 -0.2900
N 0.490 0.667 -6.576 0.1843
C 0.807 3.442 1.057 -0.0104
C 0.781 2.862 -0.347 -0.6170
C 2.008 3.256 -1.151 -0.0137
C -0.512 3.180 -1.078 -0.0054
O 0.820 1.406 -0.204 -0.3464
H 0.813 4.530 1.009 0.1102
H 1.706 3.129 1.593 0.0860
H -0.082 3.147 1.618 0.0893
H 2.019 4.335 -1.301 0.1122
H 1.985 2.796 -2.141 0.0932
H 2.928 2.990 -0.625 0.0853
H -0.621 4.259 -1.179 0.1101
H -1.371 2.797 -0.527 0.0892
H -0.509 2.743 -2.077 0.0959
```


4.
This record from the OMol25 dataset describes a structure of composition C17H36NO2P3W at a distorted geometry. The level of theory is the ωB97M-V functional and the def2-TZVPD basis.

Values from the calculation:
- LUMO energy (spin up / spin down): -16.26 / -16.48 eV
- Strongest force on any atom: 4.6 eV/Å
- Multiplicity: 3
- Charge: +4
- Molar mass: 563.242 g mol⁻¹

The geometry in XYZ format:
```
60
Properties=species:S:1:pos:R:3:lowdin_charge:R:1
P 0.354 1.734 2.099 0.8233
C 1.001 1.279 3.801 -0.2196
H 0.869 2.146 4.481 0.0996
H 2.082 1.049 3.800 0.0745
H 0.467 0.430 4.257 0.0585
C 1.543 3.136 1.907 -0.2068
H 1.230 3.860 1.141 0.0534
H 2.565 2.793 1.655 0.0708
H 1.620 3.699 2.862 0.0970
C -1.170 2.520 2.723 -0.2215
H -0.909 3.357 3.400 0.0972
H -1.783 1.807 3.306 0.0682
H -1.813 2.924 1.925 0.0563
P -2.475 -1.308 -0.186 0.8107
C -3.140 -2.623 0.940 -0.2192
H -4.048 -3.082 0.494 0.1009
H -3.438 -2.218 1.919 0.0681
H -2.424 -3.441 1.117 0.0631
C -4.044 -0.324 -0.147 -0.1932
H -4.151 0.378 -0.988 0.0552
H -4.137 0.255 0.792 0.0754
H -4.924 -1.003 -0.191 0.0992
C -2.666 -2.324 -1.722 -0.2000
H -3.725 -2.633 -1.844 0.0994
H -2.065 -3.252 -1.663 0.0673
H -2.366 -1.805 -2.647 0.0563
P 2.137 -1.192 -1.239 0.8252
C 3.006 -2.758 -0.707 -0.2228
H 3.963 -2.858 -1.260 0.0998
H 2.409 -3.652 -0.935 0.0665
H 3.260 -2.787 0.367 0.0628
C 2.060 -1.678 -3.001 -0.2136
H 3.004 -2.178 -3.304 0.0971
H 1.921 -0.825 -3.680 0.0555
H 1.241 -2.398 -3.183 0.0755
C 3.680 -0.158 -1.136 -0.2080
H 4.449 -0.572 -1.820 0.0973
H 4.121 -0.170 -0.119 0.0649
H 3.528 0.898 -1.409 0.0537
W -0.047 -0.428 0.346 1.0669
C -0.977 -0.772 2.174 -0.2847
O -1.481 -1.017 3.184 0.2381
C 0.051 -2.498 0.214 -0.2878
O 0.051 -3.654 0.199 0.2360
C -0.422 0.989 -2.994 -0.0768
C 0.682 1.745 -2.634 -0.0776
C 0.595 2.663 -1.574 -0.0762
C -0.653 2.989 -1.069 -0.0787
C -1.781 2.229 -1.423 -0.0730
C -1.680 1.328 -2.470 -0.0677
H -0.373 0.278 -3.808 0.1228
H 1.585 1.714 -3.213 0.1250
H 1.474 3.238 -1.314 0.1229
H -0.797 3.875 -0.480 0.1250
H -2.741 2.502 -1.006 0.1233
H -2.558 0.948 -2.958 0.1259
N 1.769 -0.732 1.603 -0.0183
H 1.490 -0.711 2.563 0.0436
H 2.484 -0.040 1.407 0.0749
H 2.095 -1.670 1.451 0.0482
```